{
  "formula": "C44H46EuFNO9Si",
  "method": "wB97M-V/def2-TZVPD",
  "elements": ["H", "C", "C", "H", "C", "N", "H", "H", "C", "H", "H", "H", "C", "C", "O", "H", "H", "H", "H", "O", "F", "C", "O", "H", "C", "C", "C", "H", "H", "C", "C", "H", "C", "O", "H", "H", "H", "C", "C", "C", "C", "C", "H", "C", "H", "H", "C", "H", "C", "H", "H", "C", "H", "C", "H", "H", "H", "H", "C", "H", "H", "C", "H", "C", "C", "C", "H", "C", "H", "H", "H", "O", "C", "Eu", "C", "H", "C", "C", "H", "H", "C", "Si", "H", "C", "H", "H", "C", "C", "C", "H", "O", "C", "C", "C", "O", "O", "C", "C", "H", "C", "O", "H", "H"],
  "coordinates": [[-7.920, -12.708, 6.985], [-13.721, -18.106, 15.955], [-9.170, -13.653, 12.001], [-7.156, -19.369, 12.312], [-7.601, -18.456, 11.985], [-14.792, -15.803, 12.658], [-15.258, -17.134, 9.739], [-10.644, -15.835, 9.486], [-9.862, -14.845, 11.230], [-8.381, -16.048, 6.583], [-16.981, -16.954, 9.726], [-13.282, -13.304, 17.257], [-14.946, -16.295, 15.077], [-9.396, -13.526, 13.382], [-10.060, -13.380, 7.823], [-14.918, -16.720, 17.177], [-5.863, -17.301, 12.154], [-16.229, -18.179, 10.758], [-8.878, -7.997, 10.354], [-10.859, -9.824, 13.615], [-15.663, -15.191, 15.208], [-8.771, -12.622, 14.225], [-8.930, -14.988, 8.999], [-7.263, -13.083, 8.581], [-7.334, -12.062, 12.477], [-14.612, -10.699, 6.742], [-9.636, -17.294, 11.666], [-9.565, -19.415, 11.952], [-15.321, -9.965, 6.325], [-12.209, -14.534, 15.880], [-12.358, -13.174, 16.624], [-7.392, -10.975, 14.390], [-17.870, -16.282, 12.628], [-12.597, -13.083, 10.395], [-7.752, -9.958, 9.530], [-10.098, -15.754, 6.778], [-13.434, -18.788, 16.776], [-8.832, -10.066, 9.719], [-12.769, -12.133, 8.270], [-16.371, -14.026, 11.155], [-14.488, -16.570, 13.720], [-7.557, -16.074, 11.563], [-11.792, -14.318, 8.350], [-14.106, -12.513, 8.188], [-6.435, -11.583, 12.120], [-14.429, -13.370, 8.779], [-10.164, -14.860, 9.701], [-13.206, -18.035, 12.585], [-14.614, -17.061, 16.191], [-7.720, -12.715, 10.557], [-10.811, -11.197, 15.904], [-11.594, -10.164, 10.284], [-18.574, -15.485, 12.382], [-9.008, -18.481, 11.876], [-12.666, -10.261, 10.495], [-12.922, -9.913, 5.668], [-16.723, -13.367, 11.928], [-9.098, -12.540, 15.283], [-16.120, -17.164, 10.368], [-6.964, -15.172, 11.510], [-10.860, -9.635, 12.617], [-13.231, -18.396, 14.641], [-16.102, -12.078, 7.577], [-9.434, -8.957, 10.246], [-8.072, -12.847, 11.591], [-11.536, -10.999, 13.826], [-18.344, -17.220, 12.186], [-10.940, -11.302, 9.729], [-11.243, -11.243, 7.068], [-12.550, -19.218, 14.434], [-10.740, -17.422, 11.641], [-11.965, -11.809, 13.008], [-9.164, -15.314, 6.597], [-12.809, -14.031, 12.358], [-13.617, -17.686, 13.542], [-9.133, -12.155, 9.030], [-11.795, -11.087, 15.363], [-12.297, -11.288, 7.269], [-11.459, -13.004, 17.265], [-9.236, -14.794, 5.661], [-11.776, -12.576, 9.368], [-16.230, -15.841, 11.709], [-17.217, -14.001, 10.382], [-10.818, -9.048, 10.581], [-12.320, -10.177, 15.716], [-10.106, -14.140, 13.863], [-7.781, -11.780, 13.752], [-10.957, -13.809, 8.841], [-13.252, -10.522, 6.544], [-6.820, -14.012, 7.141], [-12.100, -15.464, 16.688], [-7.674, -13.487, 7.625], [-8.970, -16.057, 11.453], [-15.056, -11.829, 7.458], [-12.241, -14.598, 14.586], [-11.043, -15.140, 11.907], [-8.942, -14.318, 7.744], [-6.913, -17.234, 11.960], [-17.892, -16.476, 13.722], [-9.564, -11.224, 9.406], [-12.647, -12.144, 15.654], [-11.287, -8.173, 11.062], [-15.469, -13.665, 10.682]],
  "total_energy_ha": -3535.91800,
  "homo_lumo_gap_ev": [3.630, 5.276],
  "e_lumo_ev": [4.076, 4.075],
  "s_squared": 15.759,
  "charge": -2,
  "mol_weight_g_mol": 931.9,
  "spin_multiplicity": 8
}

=====

{
  "formula": "C4H5NO2",
  "method": "wB97M-V/def2-TZVPD",
  "elements": ["H", "N", "H", "H", "C", "H", "O", "H", "C", "C", "C", "O"],
  "coordinates": [[-1.653, 1.028, -0.325], [1.445, 0.092, -0.797], [-0.589, 1.014, 1.929], [0.590, -0.247, 1.913], [-0.190, 0.179, 1.348], [-1.007, -0.101, -1.652], [2.492, 0.028, -0.166], [-0.673, -1.796, 0.147], [0.225, 0.401, -0.137], [-0.913, -0.777, 0.410], [-1.093, 0.244, -0.666], [1.368, -0.065, -2.003]],
  "total_energy_ha": -360.43682,
  "homo_lumo_gap_ev": 9.269,
  "e_lumo_ev": -0.314,
  "smiles": "O=[N+]([O-])[C@]12C[C@@H]1C2",
  "mol_weight_g_mol": 99.1,
  "relative_energy_ev": 6.329
}

=====

{
  "formula": "C2H5IN2O2S",
  "method": "wB97M-V/def2-TZVPD",
  "elements": ["N", "S", "O", "I", "H", "H", "H", "N", "H", "C", "O", "H", "C"],
  "coordinates": [[1.702, -0.023, -0.901], [0.841, -0.971, -0.081], [1.068, -2.390, -0.131], [3.350, 0.580, 0.091], [-1.692, 0.819, -1.630], [-1.002, -1.210, -1.367], [0.859, -1.093, 2.096], [-0.854, -0.721, -0.471], [-1.555, 2.405, 0.173], [-1.251, 1.438, 0.303], [0.819, -0.480, 1.417], [-1.017, 1.007, 1.235], [-1.268, 0.639, -0.735]],
  "total_energy_ha": -1034.95206,
  "homo_lumo_gap_ev": 8.704,
  "e_lumo_ev": -0.175,
  "mol_weight_g_mol": 248.0,
  "relative_energy_ev": 2.132
}

=====

{
  "formula": "C5H13O3",
  "method": "wB97M-V/def2-TZVPD",
  "elements": ["C", "H", "H", "H", "H", "H", "H", "C", "H", "O", "H", "H", "H", "O", "H", "O", "C", "H", "C", "H", "C"],
  "coordinates": [[1.043, -2.268, 0.912], [-1.686, 4.197, -0.672], [1.406, -0.131, 1.318], [0.062, -2.355, 1.370], [2.443, -1.101, 0.063], [-0.411, 0.904, 1.488], [0.551, -1.414, -1.291], [1.476, -0.843, 0.501], [1.240, 0.333, -1.242], [-2.079, 1.677, 0.651], [-1.225, 0.378, -1.448], [-0.090, 1.958, 0.152], [-1.331, -0.801, -0.164], [1.511, -2.745, -1.957], [1.806, -2.897, 1.376], [-2.548, 3.927, -0.338], [0.665, -0.432, -0.733], [1.108, -2.666, -0.115], [-0.760, 0.061, -0.520], [-2.346, 3.003, 0.136], [-0.836, 1.214, 0.516]],
  "total_energy_ha": -423.79447,
  "homo_lumo_gap_ev": 4.165,
  "e_lumo_ev": 0.027,
  "charge": -1,
  "mol_weight_g_mol": 121.2,
  "relative_energy_ev": 6.508
}

=====

{
  "formula": "C20H28NO2RuS",
  "method": "wB97M-V/def2-TZVPD",
  "elements": ["C", "H", "H", "H", "H", "C", "H", "C", "H", "H", "C", "C", "C", "C", "H", "H", "C", "H", "N", "H", "H", "C", "C", "C", "H", "O", "Ru", "C", "H", "C", "S", "H", "C", "H", "H", "C", "H", "C", "C", "H", "H", "H", "H", "C", "H", "H", "C", "H", "C", "H", "H", "O", "H"],
  "coordinates": [[-2.115, -0.780, 3.064], [-0.838, -2.139, -4.955], [-0.581, 2.122, -4.341], [0.170, -2.423, 1.729], [2.410, -0.394, -5.787], [-2.105, 1.515, 3.351], [1.599, 2.420, 0.775], [0.056, -0.197, -0.335], [-0.189, 2.387, 0.872], [-0.482, -3.126, 4.283], [1.859, -1.272, 2.694], [0.314, -2.449, 3.985], [0.551, 2.034, -1.127], [1.287, -1.844, 4.863], [0.079, 2.957, -1.459], [-0.061, 0.343, -2.386], [2.244, -1.140, 4.052], [-2.320, -1.760, 2.639], [0.039, 0.057, 8.002], [-2.323, 0.605, 1.312], [0.952, 1.262, -6.830], [0.291, -0.350, -5.437], [0.694, 1.947, 0.380], [0.668, -2.077, 2.629], [-2.001, 1.468, 5.591], [0.708, 0.537, 0.722], [-0.122, -0.405, 3.802], [0.298, 1.593, -4.722], [0.781, -0.940, -0.704], [-2.168, 0.491, 2.387], [0.737, 1.077, 5.431], [3.102, -0.584, 4.423], [0.287, 0.431, 6.910], [1.204, 2.185, -4.549], [-1.021, -1.567, -6.618], [-2.003, 0.934, 4.641], [1.307, -1.967, 5.940], [0.138, 1.029, -6.141], [1.557, -1.075, -5.847], [-1.851, -0.710, -5.297], [-0.826, -0.740, 0.058], [-2.184, -1.255, 5.275], [2.370, -0.839, 1.841], [-2.023, -0.509, 4.499], [1.527, 1.916, -1.619], [1.454, -1.441, -6.878], [-0.305, 0.791, -1.428], [-1.373, 1.040, -1.384], [-0.934, -1.241, -5.573], [-2.167, 2.591, 3.163], [-0.848, 1.170, -6.593], [0.424, 0.255, -4.110], [1.732, -1.934, -5.194]],
  "total_energy_ha": -1476.91816,
  "homo_lumo_gap_ev": [6.655, 5.933],
  "e_lumo_ev": [0.510, -1.932],
  "s_squared": 8.784,
  "mol_weight_g_mol": 447.6,
  "relative_energy_ev": 0.162,
  "spin_multiplicity": 6
}

=====

{
  "formula": "C7H37NO12",
  "method": "wB97M-V/def2-TZVPD",
  "elements": ["C", "O", "H", "H", "H", "C", "H", "O", "N", "H", "H", "H", "H", "H", "H", "O", "O", "O", "H", "H", "H", "H", "H", "H", "H", "H", "H", "H", "H", "H", "O", "H", "C", "O", "H", "H", "H", "H", "O", "H", "H", "O", "C", "O", "H", "C", "H", "H", "H", "O", "H", "C", "H", "C", "H", "H", "O"],
  "coordinates": [[0.860, 1.190, 2.935], [3.174, -1.737, 2.569], [-2.310, 0.607, -3.928], [0.611, -2.722, 1.070], [-1.134, 2.448, -0.865], [-0.289, -2.468, 0.525], [0.753, -1.874, -3.411], [1.798, 2.847, -2.110], [0.714, 3.368, 1.682], [1.509, 0.649, 3.624], [1.526, -2.532, -2.345], [-2.287, 2.128, 0.994], [-2.070, -3.629, 0.917], [3.837, -1.325, 1.984], [1.834, -0.555, -2.132], [-1.524, 2.910, -0.103], [1.686, -1.874, -3.036], [-3.502, -1.666, 0.073], [1.845, 1.781, 1.105], [-3.396, -0.809, -0.364], [2.538, 2.593, 2.487], [4.034, -1.639, -0.273], [-2.202, 3.541, -0.372], [0.019, 3.108, 0.991], [0.201, 2.218, -2.629], [4.644, -0.248, -0.133], [-3.726, -1.320, 0.966], [-1.548, -1.006, -0.238], [-0.891, 0.443, -3.867], [1.970, 1.931, -1.779], [-1.693, -0.129, -4.039], [0.018, -0.813, 2.693], [-0.560, -1.153, 0.209], [-0.483, 1.510, -2.535], [-0.783, -4.591, 0.302], [2.307, 0.032, -0.720], [0.093, 0.810, -2.177], [-3.409, 0.192, 2.291], [-0.722, -2.651, -3.754], [0.288, 3.858, 2.463], [0.172, 1.728, 3.592], [-2.751, 1.833, 1.844], [1.589, 2.249, 2.078], [-3.502, -0.685, 2.740], [2.288, -1.405, 2.469], [0.309, 0.080, 2.122], [-2.535, -0.734, 2.860], [-1.382, -1.947, -3.891], [-1.653, -3.506, -0.768], [1.904, 0.275, -1.564], [-1.016, -3.182, -3.005], [-1.195, -3.591, 0.231], [0.119, 0.893, 0.152], [0.017, 0.019, 0.788], [-1.997, 1.885, 2.447], [1.940, 3.489, -1.405], [3.962, -0.823, 0.239]],
  "total_energy_ha": -1246.18952,
  "homo_lumo_gap_ev": [8.110, 4.771],
  "e_lumo_ev": [-4.554, -7.883],
  "s_squared": 0.771,
  "charge": 1,
  "mol_weight_g_mol": 327.4,
  "relative_energy_ev": 2.871,
  "spin_multiplicity": 2
}